Formula: C20H24N2O2
Source: OMol25
Level of theory: ωB97M-V/def2-TZVPD

Atoms and positions in Å:
C 3.249 0.676 2.557
C 2.800 0.380 1.177
N 3.085 -0.802 0.574
C 2.532 -0.815 -0.687
C 2.553 -1.804 -1.660
C 1.929 -1.536 -2.861
C 1.316 -0.306 -3.095
C 1.287 0.679 -2.130
C 1.879 0.422 -0.895
C 2.042 1.175 0.322
C 1.457 2.449 0.671
O 1.718 3.086 1.677
C 0.360 2.933 -0.284
O 0.515 3.774 -1.144
N -0.814 2.324 -0.013
H -0.838 1.584 0.673
C -2.009 2.490 -0.805
H -1.795 3.263 -1.546
H -2.825 2.834 -0.159
C -2.398 1.172 -1.496
C -2.583 0.071 -0.487
C -1.608 -0.785 -0.207
C -1.710 -1.878 0.812
C -3.157 -2.126 1.229
C -3.849 -0.794 1.497
C -3.916 0.019 0.207
H -4.645 -0.432 -0.474
H -4.262 1.033 0.420
H -3.285 -0.240 2.250
H -4.856 -0.960 1.885
H -3.681 -2.646 0.425
H -3.188 -2.759 2.117
H -1.113 -1.599 1.689
H -1.269 -2.793 0.407
H -0.661 -0.715 -0.727
H -3.323 1.332 -2.053
H -1.609 0.898 -2.198
H 0.833 1.633 -2.339
H 0.857 -0.123 -4.055
H 1.925 -2.287 -3.637
H 3.039 -2.754 -1.494
C 3.829 -1.874 1.172
H 3.203 -2.455 1.856
H 4.201 -2.536 0.392
H 4.679 -1.477 1.727
H 2.969 -0.127 3.239
H 4.334 0.787 2.589
H 2.802 1.610 2.885

Force components x, y, z for each atom (eV/Å):
C -0.03 0.03 0.11
C -0.31 0.43 -0.05
N 0.00 0.28 0.03
C -0.37 0.32 -0.47
C 0.07 -0.12 0.04
C 0.04 -0.10 -0.01
C -0.10 0.08 -0.08
C 0.03 -0.09 -0.07
C 0.20 -0.32 0.05
C 0.46 -0.45 0.26
C 0.19 0.16 0.14
O -0.17 0.10 -0.29
C -0.39 0.08 0.52
O 0.29 0.14 -0.22
N -0.15 -0.10 0.11
H 0.16 0.02 -0.03
C -0.12 0.04 -0.23
H -0.10 -0.03 0.11
H 0.05 0.05 -0.09
C 0.16 0.04 0.17
C -0.15 0.12 -0.27
C 0.16 -0.17 0.10
C -0.18 -0.11 0.03
C 0.17 0.12 0.21
C -0.19 -0.13 -0.19
C 0.07 -0.09 0.26
H -0.07 0.08 -0.02
H -0.06 0.04 -0.06
H 0.00 0.04 0.08
H 0.02 0.05 0.07
H -0.04 -0.07 -0.02
H -0.04 -0.06 -0.04
H 0.04 -0.09 0.02
H 0.05 0.01 0.05
H 0.09 0.12 -0.16
H -0.03 0.00 -0.08
H -0.02 0.03 -0.05
H -0.06 0.12 -0.06
H -0.04 0.03 -0.08
H 0.01 -0.07 -0.05
H 0.03 -0.09 0.01
C 0.10 -0.29 0.23
H 0.07 -0.01 -0.05
H 0.01 0.04 0.04
H -0.03 -0.05 -0.05
H 0.03 -0.06 0.06
H 0.08 0.00 0.04
H 0.05 -0.07 0.01

Total energy: -1036.5373 Eh
Max |F|: 0.014 Eh/bohr
Relative energy (zero: lowest compared OMol25 entry of this formula, charge and spin): 1.099 eV
SMILES string: Cc1c(C(=O)C(=O)NCCC2=CCCCC2)c2ccccc2n1C
HOMO level: -8.2 eV
LUMO energy: 0.50 eV
Gap between HOMO and LUMO: 8.74 eV